The following is a DFT calculation (ωB97M-V/def2-TZVPD) of a structure of composition C37H47N7O7PS2 in a non-equilibrium geometry.

```
101
Properties=species:S:1:pos:R:3:forces:R:3:lowdin_charge:R:1
C -2.2684 -4.9795 3.1336 0.1871 0.2187 0.2032 -0.093
O -1.4714 -3.9454 3.6920 -0.0301 -0.0306 0.0139 -0.177
C -0.2086 -3.7846 3.0736 -0.3562 0.1549 -0.3976 -0.225
C -0.1275 -2.4122 2.4356 0.3887 0.0130 -0.7316 -0.151
C -1.1337 -2.3066 1.2713 0.1770 -0.5932 1.0922 -0.110
N -0.5992 -1.5227 0.1499 -0.8163 -1.2564 0.6582 -0.058
N -0.4599 -2.2431 -0.9529 -0.2740 -0.7181 0.7988 0.207
C 0.0289 -1.6665 -1.9859 0.3132 -0.7221 -1.2851 -0.175
C 0.1378 -2.4345 -3.2726 -0.0396 -0.1412 0.6908 -0.090
C -0.1311 -3.9315 -3.1309 0.1765 0.3712 -1.3470 -0.076
C 1.1014 -4.7941 -3.1797 -0.2575 -1.4723 1.0322 -0.499
O 1.1415 -5.8411 -2.5763 0.3284 0.8164 -0.3109 0.118
O 2.1313 -4.3693 -3.9643 -0.2936 0.8214 0.4190 0.092
C 0.4572 -0.3447 -1.9443 0.3728 -0.6791 -0.7894 -0.161
N 0.9670 0.1852 -3.1476 -0.0435 -0.3863 -0.2794 0.126
C 0.2566 1.0783 -3.5585 0.6524 -0.1542 0.5452 -0.689
S -0.6600 2.2734 -3.7512 -0.8909 1.3438 -1.0212 0.954
C 0.3377 0.3543 -0.8071 0.4371 1.7534 -0.1114 -0.115
C 0.8438 1.7661 -0.7202 1.3712 -0.3085 -0.0039 -0.144
C 2.2166 2.0041 -1.4166 -0.5765 0.2842 0.8650 -0.163
C 3.2119 2.6970 -0.4640 0.2822 -0.6070 -0.5581 -0.192
C 4.5514 1.9471 -0.4628 -0.1144 0.2634 -0.1297 -0.208
S 4.4915 0.6973 0.8132 -0.7581 0.1823 0.2409 0.560
O 5.1569 1.1959 1.9423 1.5075 0.3439 0.9578 -0.231
O 3.1426 0.2998 1.0393 -1.1421 -0.4997 -0.8459 -0.273
O 5.2812 -0.5727 0.2876 0.4345 0.2767 -0.3974 -0.150
C -0.2741 -0.2648 0.2812 -0.6035 1.6427 0.2905 -0.210
P -0.5278 0.7446 1.8214 0.0095 -0.7273 2.3033 1.003
C -2.1701 0.3195 2.5633 4.4709 -5.0255 -3.6125 -0.242
O -0.8331 2.2906 1.3925 -0.0007 -1.0319 -0.3231 -0.312
H -1.6834 -5.8920 3.0479 -0.0832 -0.2439 -0.0227 0.092
H -3.1041 -5.1247 3.8028 -0.1270 -0.1548 0.2136 0.089
H -2.6819 -4.7153 2.1578 0.1078 0.0733 -0.1771 0.080
H 0.6104 -3.9581 3.7654 -0.0334 0.1448 0.3949 0.129
H -0.0826 -4.5191 2.2761 0.0058 -0.2048 -0.0774 0.120
H 0.8617 -2.3223 1.9828 0.2354 0.0273 0.0846 0.127
H -0.2056 -1.6007 3.1460 -0.1364 0.0255 0.2865 0.082
H -1.2797 -3.3218 0.9442 0.0280 -0.1277 -0.7585 0.111
H -2.1126 -1.9581 1.5693 -0.0167 0.4021 -0.0064 0.111
H -0.5401 -1.9586 -3.9762 -0.0645 -0.0105 -0.1955 0.133
H 1.1471 -2.2748 -3.6366 0.0674 0.0514 -0.3224 0.116
H -0.7290 -4.2116 -2.2792 0.0450 -0.0264 0.2774 0.113
H -0.7000 -4.2291 -4.0110 -0.1533 -0.1446 -0.1166 0.137
H 2.9432 -4.5079 -3.4595 0.1419 -0.5508 -0.3320 0.129
H 1.0634 1.9369 0.3205 -0.3347 0.2880 0.1749 0.063
H 0.1242 2.4919 -1.0817 -0.2074 0.0052 0.2327 0.072
H 2.6468 1.0639 -1.7277 0.0612 -0.1877 -0.2102 0.094
H 2.0548 2.6355 -2.2810 0.1859 -0.0440 -0.3799 0.102
H 3.3903 3.7139 -0.7881 0.0593 0.2595 0.0767 0.118
H 2.8571 2.7021 0.5605 -0.2149 0.2980 0.0797 0.108
H 5.3491 2.6356 -0.2214 0.3969 -0.1622 0.2933 0.109
H 4.7795 1.5040 -1.4252 -0.0172 -0.1424 -0.1895 0.104
H 4.8547 -0.9427 -0.4985 -0.0894 -0.0838 0.0968 0.102
H -2.8906 0.2158 1.7542 -0.2194 -0.2997 0.1304 0.062
H -2.4852 1.1948 3.1162 2.2876 0.0610 0.1543 -0.134
H -2.1314 -0.5533 3.1941 0.0113 -0.4417 0.0673 0.050
H -1.6052 2.3615 0.8077 -0.1482 0.5375 -0.0930 0.018
N -4.1657 0.4324 -4.7475 0.0205 -0.0102 -0.0479 0.045
C -5.2566 -0.2236 -5.1406 0.0160 -0.0384 0.1048 -0.159
C -5.8203 -0.0930 -6.4008 0.0361 0.0291 0.0072 -0.067
C -5.2202 0.7693 -7.3037 -0.0316 0.0010 -0.0641 -0.073
C -4.0859 1.4620 -6.9128 -0.0194 -0.0207 0.0232 -0.066
C -3.6031 1.2564 -5.6301 0.0276 -0.0042 0.0865 -0.179
H -5.6959 -0.8854 -4.4023 -0.0463 -0.0175 -0.0481 0.102
H -6.7063 -0.6528 -6.6660 -0.0039 -0.0069 0.0209 0.104
H -5.6303 0.8997 -8.2968 0.0002 -0.0018 0.0041 0.109
H -3.5869 2.1455 -7.5859 0.0125 0.0032 0.0134 0.104
H -2.7166 1.7708 -5.2755 -0.1052 0.0155 -0.1940 0.015
N -3.4418 1.8755 3.2427 -6.2619 5.9855 2.5595 -0.018
C -4.2073 2.2450 2.2142 -0.2623 -0.0244 -0.1971 -0.129
C -5.5608 2.5245 2.3234 0.2736 -0.1647 -0.0091 -0.027
C -6.1550 2.4132 3.5701 -0.1077 0.0235 0.1297 -0.050
C -5.3764 2.0302 4.6505 0.0362 -0.1210 -0.1165 -0.035
C -4.0311 1.7755 4.4343 -0.1676 0.0977 0.2785 -0.067
H -3.7012 2.3138 1.2578 -0.1202 0.0376 -0.0946 0.098
H -6.1316 2.8216 1.4544 0.0611 0.0008 -0.0157 0.116
H -7.2093 2.6220 3.6982 0.0228 -0.0075 -0.0023 0.115
H -5.8015 1.9313 5.6395 0.0429 -0.0022 0.0036 0.112
H -3.3850 1.4766 5.2525 0.0433 -0.0067 0.0408 0.134
N -2.3209 3.9434 0.0907 -0.1041 0.2890 -0.0891 0.026
C -1.5786 4.4402 -0.8968 -0.0250 -0.0372 -0.1126 -0.159
C -0.8799 5.6325 -0.8128 -0.0631 -0.0164 0.0235 -0.046
C -0.9649 6.3587 0.3661 0.0546 0.0182 0.0091 -0.052
C -1.7318 5.8582 1.4047 -0.0668 -0.0763 -0.0970 -0.033
C -2.3849 4.6482 1.2175 -0.0058 0.4213 -0.0036 -0.139
H -1.5387 3.8278 -1.7887 -0.0124 0.1421 -0.0694 0.042
H -0.2866 5.9832 -1.6465 -0.0322 -0.0181 -0.0091 0.109
H -0.4367 7.2972 0.4738 -0.0037 -0.0107 -0.0011 0.114
H -1.8203 6.3895 2.3419 -0.0208 -0.0258 0.0028 0.112
H -2.9844 4.2175 2.0040 0.0344 0.1202 0.1619 0.089
N 8.0562 -2.0907 4.2859 0.0033 -0.0666 -0.0778 0.056
C 8.6995 -3.2541 4.2137 0.0074 0.0448 0.0995 -0.155
C 8.7893 -4.0149 3.0573 -0.0201 0.0096 -0.0076 -0.075
C 8.1721 -3.5411 1.9117 -0.0020 -0.0186 -0.0346 -0.084
C 7.4963 -2.3326 1.9679 0.1080 -0.1256 0.0723 -0.074
C 7.4703 -1.6491 3.1748 -0.0497 0.1186 0.0742 -0.145
H 9.1652 -3.5877 5.1345 0.0247 -0.0480 -0.0321 0.104
H 9.3283 -4.9524 3.0571 0.0060 0.0023 0.0244 0.101
H 8.2178 -4.1056 0.9885 0.0126 -0.0005 0.0063 0.102
H 7.0022 -1.9268 1.1002 0.0092 0.0395 -0.0010 0.071
H 6.9557 -0.6976 3.2626 -0.0208 -0.0106 -0.0702 0.098
```
Positions in Å, forces in eV/Å.

Summary:
net charge	+1
energy above the lowest of the compared OMol25 structures with the same formula, charge and spin	1.267	eV
E_tot	-3485.3851	a.u.
lowest unoccupied orbital energy	-0.122	Eh
Kohn-Sham gap	7.15	eV
molar mass	796.93	g/mol